15
Properties=species:S:1:pos:R:3:forces:R:3:nbo_charge:R:1 method="wB97M-V/def2-TZVPD" homo_ev=-6.4 relative_energy_kj_mol=209.59 fmax_ev_per_a=0.190 multiplicity=1
C 0.006057 0.513993 1.493769 0.04 0.07 0.04 -0.43
C 1.290354 0.442539 0.646035 0.05 0.02 -0.02 -0.41
C -1.044171 0.479828 0.434638 -0.04 -0.14 -0.05 -0.15
N -0.630930 -0.217987 -0.624356 -0.08 0.10 0.12 -0.22
C -1.340222 -0.849071 -1.552401 -0.06 0.01 -0.06 -0.40
C 0.854177 -0.282499 -0.636172 0.10 -0.04 -0.05 -0.22
H -0.059774 -0.360123 2.165203 0.03 0.13 -0.06 0.19
H -0.033906 1.406429 2.126521 0.04 -0.10 -0.12 0.21
H 1.630839 1.455666 0.414750 -0.05 -0.15 0.00 0.21
H 2.108446 -0.082781 1.147286 -0.13 0.07 -0.09 0.21
H -2.098165 0.698740 0.538889 0.08 -0.14 0.07 0.20
H -2.407457 -0.928883 -1.398397 0.13 0.06 -0.13 0.19
H -0.855613 -1.207314 -2.448169 0.03 0.08 0.14 0.19
H 1.209185 0.207236 -1.547623 -0.07 -0.11 0.13 0.21
H 1.148153 -1.335147 -0.672047 -0.06 0.13 0.07 0.21

7
Properties=species:S:1:pos:R:3:forces:R:3:nbo_charge:R:1 method="wB97M-V/def2-TZVPD" homo_ev="-8.9 / -8.9" relative_energy_kj_mol=332.19 fmax_ev_per_a=2.575 multiplicity=1
C 0.228650 -1.106775 1.561242 -0.41 -1.41 -0.81 -0.25
C -0.199041 0.887652 -1.326562 -1.46 0.43 0.39 -0.16
C 0.454721 0.064242 -1.923614 -1.00 1.27 1.35 -0.24
Br -1.015383 -0.636918 2.793563 -0.09 0.39 0.34 0.14
Br -1.550172 1.943555 -0.464908 1.92 -1.25 -1.17 0.16
H 1.042047 -0.746678 -2.225466 0.52 -0.45 -0.52 0.24
H 1.039177 -0.405078 1.585746 0.51 1.02 0.42 0.10

14
Properties=species:S:1:pos:R:3:forces:R:3:nbo_charge:R:1 method="wB97M-V/def2-TZVPD" homo_ev=-8.6 relative_energy_kj_mol=382.68 fmax_ev_per_a=7.060 multiplicity=1
C 1.160427 -1.875788 -0.894412 1.28 -1.53 -3.11 -0.67
C -0.015059 -0.907927 -1.241416 3.87 1.57 5.69 -0.14
C -0.254499 0.189996 -0.442800 -1.42 0.08 1.07 -0.21
C -1.358446 1.974241 1.129045 -2.52 1.52 0.65 -0.24
C 0.477184 0.658109 0.846806 -3.75 -0.82 -0.22 0.07
H 2.134474 -1.461619 -1.712634 -2.48 -1.32 3.19 0.24
H 0.991370 -3.060909 -1.359201 0.09 3.58 1.38 0.23
H 1.371282 -1.957021 0.268723 -0.08 0.35 -2.91 0.25
H -0.675178 -1.115127 -1.954020 -2.59 -1.01 -2.92 0.21
H -1.001698 3.057730 0.825617 -0.50 -2.29 0.62 0.21
H -2.435792 2.058660 1.677000 3.03 0.04 -0.47 0.23
O -0.334051 1.249642 1.869377 -0.90 0.52 -3.52 -0.49
S -1.941956 0.973400 -0.288533 2.05 -0.23 -0.33 0.20
S 1.881941 0.216614 1.276448 3.93 -0.48 0.89 0.12

11
Properties=species:S:1:pos:R:3:forces:R:3:nbo_charge:R:1 method="wB97M-V/def2-TZVPD" homo_ev=-9.9 relative_energy_kj_mol=35.96 fmax_ev_per_a=0.482 multiplicity=1
O -0.725097 2.543792 -0.217525 0.25 -0.41 0.05 -0.52
C -0.089532 1.519020 -0.248825 -0.19 0.18 0.02 0.45
C -0.465788 0.228707 0.381799 -0.09 0.20 0.06 -0.35
C -0.313121 -0.991936 -0.504010 0.00 -0.10 -0.16 -0.40
C 0.697429 -0.717260 0.552440 0.23 -0.06 0.07 -0.40
H 0.897535 1.461233 -0.772237 -0.23 0.14 -0.08 0.09
H -1.280270 0.257787 1.100588 0.18 -0.02 -0.13 0.24
H -1.021882 -1.800701 -0.352760 0.10 0.19 0.02 0.23
H -0.041637 -0.824167 -1.543075 0.00 -0.04 0.17 0.22
H 0.756488 -1.344771 1.434522 -0.14 0.09 -0.12 0.23
H 1.653514 -0.315058 0.222227 -0.12 -0.17 0.11 0.21

87
Properties=species:S:1:pos:R:3:forces:R:3:lowdin_spin:R:1 method="wB97M-V/def2-TZVPD" homo_ev="-8.4 / -9.5" fmax_ev_per_a=3.585 multiplicity=2
C -0.400826 0.416230 3.709857 -0.24 0.01 -0.65 0.00
C -0.995546 -0.523819 2.599858 0.25 -0.21 0.81 0.00
O -1.810772 0.177519 1.649642 0.98 -0.43 -0.25 0.00
C -0.994428 0.503653 0.503703 -1.32 0.31 -0.28 0.00
C -1.900577 1.309762 -0.481364 0.58 1.13 0.49 0.00
C -1.097171 2.322160 -1.397780 -0.69 -0.07 -0.09 0.00
C -0.164633 1.603926 -2.450632 -0.36 -0.25 0.72 0.01
C 1.375391 1.670950 -2.180874 1.24 -1.94 -1.23 0.03
C 2.078268 1.371585 -3.578243 -1.06 -1.05 0.30 0.01
C 1.915752 0.531407 -1.218964 0.54 0.92 -0.31 0.01
N 1.902435 2.967064 -1.679815 -1.26 0.48 -1.57 0.36
O 2.895490 3.443721 -2.350032 0.00 -0.20 0.91 0.53
C 0.875750 3.980227 -1.383098 -0.17 3.12 1.77 0.03
C 0.469226 4.825590 -2.674399 0.99 -1.44 0.04 0.02
C 1.582259 5.037600 -0.420956 -0.55 -0.94 0.27 0.01
C -0.356822 3.448960 -0.580183 -0.06 -0.73 -0.74 0.00
H 0.137122 -0.151547 4.504794 -0.30 0.27 -0.74 0.00
H 0.297326 1.147932 3.236179 -0.48 -0.43 0.57 0.00
H -1.231216 0.966707 4.206170 0.56 -0.29 -0.41 0.00
H -0.177304 -1.031800 2.026254 -0.55 0.16 0.70 0.00
H -1.626516 -1.295158 3.104762 0.38 0.49 -0.54 0.00
H -0.657980 -0.426274 -0.017522 0.09 0.52 0.58 0.00
H -0.135776 1.095147 0.895095 -0.40 -0.36 -0.63 0.00
H -2.585939 1.929459 0.157483 0.53 -0.54 -0.49 0.00
H -2.553437 0.659275 -1.106027 0.58 0.25 0.43 0.00
H -1.895084 2.845654 -1.990334 0.72 -0.43 0.41 0.00
H -0.405036 1.955920 -3.485561 0.37 -0.08 0.88 0.00
H -0.440611 0.514544 -2.442796 0.35 0.86 -0.11 0.00
H 1.882841 2.162018 -4.333121 0.42 -0.35 0.63 0.00
H 3.148206 1.103989 -3.458074 -0.68 0.59 -0.20 0.00
H 1.560974 0.445025 -3.958142 0.48 0.74 0.26 0.00
H 1.667956 -0.477069 -1.615537 -0.11 0.64 0.51 0.00
H 1.616935 0.702104 -0.161863 -0.04 -0.41 -0.76 0.00
H 3.035219 0.619853 -1.243234 -0.92 -0.10 0.06 0.00
H 0.471431 4.106028 -3.532451 -0.45 0.82 0.44 0.00
H 1.318204 5.526326 -2.862136 -0.95 -0.39 0.05 0.00
H -0.502663 5.344231 -2.543875 0.68 -0.35 -0.12 0.00
H 2.070495 4.456949 0.400206 -0.15 0.66 -0.60 0.00
H 2.319542 5.661072 -0.968863 -0.50 -0.45 0.54 0.00
H 0.782702 5.644090 0.071595 0.73 -0.18 -0.55 0.00
H -0.063211 3.109948 0.446761 -0.01 0.16 -0.89 0.00
H -1.075684 4.291020 -0.419610 0.72 -0.57 -0.16 0.00
O -4.306036 -3.736205 -3.320413 -0.05 0.51 0.37 0.00
S -5.296892 -2.936890 -2.645655 -0.50 -0.26 0.40 0.00
O -5.163498 -1.510117 -2.536204 0.30 -0.52 -0.18 0.00
O -5.565970 -3.553202 -1.181212 -0.25 0.09 -0.88 0.00
C -4.448709 -3.749323 -0.306357 0.76 0.19 0.65 0.00
C -3.982880 -2.440543 0.302944 0.11 0.18 -0.17 0.00
C -6.885138 -3.301289 -3.330035 -0.05 -0.08 0.11 0.00
H -3.631662 -4.252882 -0.828413 -0.18 -0.02 -0.11 0.00
H -4.782109 -4.415723 0.489699 -0.26 -0.05 -0.26 0.00
H -3.557726 -1.781884 -0.456759 -0.01 0.01 0.05 0.00
H -3.216222 -2.617187 1.059443 -0.06 -0.08 -0.01 0.00
H -4.817085 -1.907553 0.761639 0.05 -0.06 0.03 0.00
H -7.010270 -4.380902 -3.374613 0.04 0.04 0.03 0.00
H -6.920138 -2.874997 -4.330791 0.12 0.03 0.04 0.00
H -7.649055 -2.845877 -2.702760 0.08 0.00 -0.01 0.00
O 1.033276 -4.040672 -0.231486 -0.35 -0.45 0.24 0.00
S -0.077982 -4.867636 -0.620890 -0.13 -0.03 -0.66 0.00
O -1.007754 -5.388337 0.344713 0.48 0.28 -0.05 0.00
O 0.466272 -6.081122 -1.529288 -0.39 0.67 0.07 0.00
C 1.511158 -6.905921 -1.003406 0.54 -0.60 0.46 0.00
C 0.992034 -7.887490 0.030772 -0.18 0.10 0.21 0.00
C -0.993644 -4.031461 -1.882336 0.07 -0.17 -0.12 0.00
H 2.315876 -6.289437 -0.593958 -0.15 0.12 -0.04 0.00
H 1.925038 -7.456964 -1.848855 -0.19 0.23 -0.15 0.00
H 0.651422 -7.370678 0.928975 0.03 -0.02 -0.04 0.00
H 1.776198 -8.588117 0.322901 0.02 0.04 -0.10 0.00
H 0.142639 -8.448639 -0.362556 0.09 -0.01 -0.04 0.00
H -0.301586 -3.673020 -2.641201 0.00 -0.04 0.04 0.00
H -1.513032 -3.192371 -1.421658 0.07 -0.05 0.11 0.00
H -1.715761 -4.724493 -2.310973 0.02 0.05 0.01 0.00
O 3.775730 4.872313 2.645255 -0.34 -0.33 0.41 0.00
S 3.476886 3.541835 3.101923 0.43 -0.37 -0.09 0.00
O 2.179284 3.199794 3.618640 0.32 0.39 -0.18 0.00
O 4.600216 3.089160 4.164414 -0.31 -0.08 -0.67 0.00
C 4.849294 3.937782 5.289504 -0.02 0.49 0.78 0.00
C 3.768806 3.808326 6.347043 -0.28 0.01 -0.08 0.00
C 3.895835 2.389278 1.827891 0.11 -0.08 0.12 0.00
H 4.964448 4.976170 4.967453 -0.06 -0.10 -0.16 0.00
H 5.805365 3.622119 5.709148 -0.01 -0.16 -0.29 0.00
H 2.816156 4.199499 5.987439 0.05 0.00 0.01 0.00
H 4.042613 4.363644 7.245850 0.09 -0.03 -0.05 0.00
H 3.610827 2.761097 6.610683 0.09 0.04 0.02 0.00
H 4.895189 2.615538 1.462793 -0.05 0.03 0.02 0.00
H 3.166985 2.500605 1.025730 -0.02 0.10 0.04 0.00
H 3.849311 1.381792 2.238092 -0.02 0.06 0.02 0.00

49
Properties=species:S:1:pos:R:3:forces:R:3:nbo_charge:R:1 method="wB97M-V/def2-TZVPD" homo_ev=-8.6 relative_energy_kj_mol=7.43 fmax_ev_per_a=0.625 multiplicity=1
C -3.391825 -3.385564 0.896581 -0.28 0.30 -0.07 -0.63
C -4.779334 -2.773275 1.011967 -0.04 -0.57 -0.03 -0.08
O -4.732933 -1.388420 0.651759 0.13 0.16 0.36 -0.52
C -5.150671 -1.053150 -0.565103 -0.19 0.32 -0.30 0.81
O -5.723543 -1.774402 -1.332324 -0.04 -0.02 -0.06 -0.59
C -4.872242 0.427479 -0.837083 0.18 -0.38 -0.17 -0.31
N -3.584878 0.812493 -0.318550 -0.39 0.21 -0.05 -0.42
C -3.379372 2.021048 0.454370 0.17 0.19 0.00 -0.22
C -1.871965 2.150458 0.450531 -0.04 -0.31 0.39 0.22
C -1.009552 2.766241 1.523310 -0.03 0.22 -0.29 -0.19
C 0.162401 2.967408 0.933097 -0.22 0.27 -0.05 -0.21
C -0.021570 2.512725 -0.501264 0.46 -0.11 0.06 0.06
O -1.384933 2.788394 -0.729932 -0.40 -0.11 -0.30 -0.50
C -0.024299 0.934655 -0.481025 -0.20 0.04 0.06 -0.32
C 1.179480 0.381427 0.264563 -0.31 0.01 -0.46 0.69
O 1.144256 0.096158 1.440354 0.09 -0.10 0.26 -0.61
N 2.282882 0.297962 -0.527221 0.04 0.12 -0.40 -0.59
C 3.579800 -0.107260 -0.187672 0.35 -0.12 0.21 0.12
C 3.937902 -0.487126 1.101265 -0.17 0.03 0.01 -0.23
C 5.241441 -0.868316 1.361839 0.33 -0.02 -0.26 -0.25
C 6.170021 -0.867621 0.340749 -0.27 0.07 0.00 0.38
F 7.441826 -1.241078 0.612453 -0.03 0.02 -0.07 -0.33
C 5.846615 -0.493938 -0.960206 0.08 -0.06 0.23 -0.08
C 6.884524 -0.516193 -2.037367 0.06 -0.05 0.08 -0.63
C 4.537100 -0.114834 -1.201361 -0.06 -0.04 0.23 -0.18
C -1.343745 0.697778 0.250283 -0.07 0.02 -0.16 -0.33
C -2.481421 0.055942 -0.523208 0.47 0.36 0.20 0.71
O -2.440669 -0.952840 -1.189163 -0.04 -0.36 -0.29 -0.62
H -3.441672 -4.450595 1.103739 0.01 -0.13 0.05 0.21
H -2.709953 -2.915762 1.601059 0.11 0.01 0.06 0.21
H -3.007708 -3.230487 -0.108819 0.05 -0.05 -0.05 0.24
H -5.145759 -2.804565 2.041353 0.00 0.02 -0.15 0.18
H -5.485572 -3.282876 0.349420 0.07 0.09 0.20 0.21
H -4.933321 0.583769 -1.920151 -0.07 -0.07 0.18 0.23
H -5.646110 1.019579 -0.343858 0.03 -0.04 -0.04 0.23
H -3.846522 2.878809 -0.036004 0.01 0.00 0.10 0.22
H -3.771370 1.915007 1.472618 0.02 0.07 -0.05 0.20
H -1.301284 2.901857 2.544551 0.04 0.00 0.34 0.23
H 1.085245 3.324920 1.342789 0.21 0.02 0.23 0.23
H 0.612871 2.967523 -1.257214 -0.02 0.00 0.00 0.21
H -0.070518 0.557466 -1.504637 0.03 -0.01 0.03 0.24
H 2.167013 0.544982 -1.500593 -0.13 -0.05 0.20 0.40
H 3.202012 -0.485100 1.886283 -0.02 0.00 0.02 0.26
H 5.542003 -1.166959 2.353310 0.05 -0.03 0.10 0.23
H 7.194643 -1.541880 -2.235075 0.07 -0.02 -0.07 0.23
H 6.501307 -0.081841 -2.956385 -0.01 0.02 -0.06 0.21
H 7.767871 0.036088 -1.721056 0.07 0.02 -0.07 0.23
H 4.254306 0.180617 -2.202508 -0.01 0.04 -0.14 0.20
H -1.182765 0.163321 1.189514 -0.07 0.03 -0.05 0.27

no.,total energy (eV)
1,-6818.823
2,-143221.734
3,-28995.990
4,-6291.545
5,-80139.082
6,-37016.526